## A
A 2-piece molecular cluster, C10H10N2 overall, computed with ωB97M-V/def2-TZVPD.

```
! RIJCOSX wB97M-V def2-TZVPD def2/J DEFGRID3
* xyz 0 1
C -0.232 2.770 -2.472
C 0.094 1.488 -1.949
C -0.511 0.408 -2.521
N -1.245 0.456 -3.650
C -1.441 1.657 -4.251
C -1.107 2.882 -3.559
H 0.199 3.639 -1.957
H 0.630 1.315 -1.007
H -0.273 -0.614 -2.197
H -2.143 1.727 -5.092
H -1.426 3.892 -3.851
C 0.889 -2.322 1.910
C 0.704 -3.097 3.033
C 0.484 -2.453 4.254
N 0.259 -1.132 4.322
C 0.496 -0.332 3.233
C 0.855 -0.908 2.044
H 1.203 -2.771 0.958
H 0.645 -4.186 2.906
H 0.524 -2.991 5.210
H 0.391 0.748 3.398
H 1.004 -0.177 1.238
*
```

Output
SMILES ... c1ccncc1.c1ccncc1
Molecular weight ... 158.20 g mol⁻¹
Lowest unoccupied orbital energy ... 0.0275 Eh
HOMO level ... -9.61 eV

---

## B
A 2-piece molecular cluster, C10H10N2 overall, computed with ωB97M-V/def2-TZVPD.

```
! RIJCOSX wB97M-V def2-TZVPD def2/J DEFGRID3
* xyz 0 1
C 1.063 0.678 -1.274
C 1.079 -0.690 -1.359
C 1.724 -1.390 -0.350
N 2.270 -0.837 0.762
C 2.417 0.484 0.646
C 1.855 1.287 -0.352
H 0.487 1.155 -2.059
H 0.391 -1.162 -2.008
H 1.651 -2.461 -0.293
H 2.867 0.826 1.545
H 1.983 2.305 -0.173
C -1.079 0.730 1.237
C -1.989 1.219 0.178
C -2.534 0.296 -0.658
N -2.213 -0.970 -0.590
C -1.434 -1.438 0.350
C -0.902 -0.621 1.336
H -0.649 1.422 1.969
H -2.030 2.346 -0.003
H -3.338 0.448 -1.472
H -1.246 -2.551 0.351
H -0.376 -1.077 2.217
*
```

Output
SMILES ... c1ccncc1.c1ccncc1
Molecular weight ... 158.20 g mol⁻¹
Lowest unoccupied orbital energy ... 0.0332 Eh
HOMO level ... -9.36 eV

---

From most stable to least stable, the computed energies give A, B.

---

## A
A 2-piece molecular cluster, C10H10N2 overall, computed with ωB97M-V/def2-TZVPD.

```
! RIJCOSX wB97M-V def2-TZVPD def2/J DEFGRID3
* xyz 0 1
C 0.579 0.254 1.673
C 1.641 -0.078 0.780
C 1.683 -1.502 0.439
N 0.749 -2.346 0.716
C -0.271 -1.945 1.495
C -0.372 -0.715 2.096
H 0.362 1.235 1.978
H 2.151 0.711 0.174
H 2.469 -1.819 -0.382
H -0.932 -2.710 1.737
H -1.196 -0.334 2.674
C -1.631 0.265 -0.815
C -1.384 1.633 -0.588
C -0.222 2.326 -1.117
N 0.634 1.631 -1.986
C 0.445 0.323 -1.999
C -0.597 -0.431 -1.420
H -2.407 -0.323 -0.179
H -2.043 2.271 -0.071
H -0.115 3.384 -1.007
H 1.042 -0.353 -2.560
H -0.584 -1.477 -1.639
*
```

Output
SMILES ... c1ccncc1.c1ccncc1
Molecular weight ... 158.20 g mol⁻¹
Lowest unoccupied orbital energy ... 0.0255 Eh
HOMO level ... -9.34 eV

---

## B
C10H10N2 as an isolated structure, computed with ωB97M-V/def2-TZVPD.

```
! RIJCOSX wB97M-V def2-TZVPD def2/J DEFGRID3
* xyz 0 1
C 2.669 2.022 0.861
C 1.326 1.397 0.708
C 0.273 1.451 1.674
C -0.949 0.563 1.619
C -1.164 -0.254 0.482
C -2.570 -1.530 -0.707
C -1.631 -1.692 -1.643
C -0.285 -1.311 -1.459
C -0.055 -0.436 -0.395
C 1.267 0.106 -0.113
H 3.421 2.038 -0.282
H 3.130 1.105 1.647
H 2.495 3.043 1.539
H 0.447 2.303 2.433
H -1.822 0.408 2.368
H -3.527 -1.989 -0.825
H -1.953 -2.427 -2.344
H 0.320 -1.522 -2.293
H 2.152 0.373 -2.223
H 3.343 0.194 -0.631
N -2.470 -0.782 0.363
N 2.284 0.008 -1.155
*
```

Output
Molecular weight ... 158.20 g mol⁻¹
Lowest unoccupied orbital energy ... -0.0146 Eh
HOMO level ... -7.72 eV

---

From most stable to least stable, the computed energies give A, B.

---

## A
A 2-piece molecular cluster, C9H14O overall, computed with ωB97M-V/def2-TZVPD.

```
! RIJCOSX wB97M-V def2-TZVPD def2/J DEFGRID3
* xyz -1 2
C 3.407 1.157 1.696
C 1.960 0.641 1.507
H 3.394 2.201 1.372
H 3.729 1.018 2.732
H 4.128 0.858 0.937
H 1.185 1.202 2.053
H 1.747 -0.397 1.700
H 1.787 1.129 0.533
C 0.866 -1.015 -1.755
C -2.946 -0.076 0.000
C -2.668 -1.316 -0.499
C -2.130 1.016 -0.377
C -1.429 -1.671 -1.095
C -0.826 0.637 -0.865
C -0.446 -0.696 -1.142
O -4.099 0.253 0.676
H -3.461 -2.046 -0.342
H -4.359 -0.518 1.174
H -2.410 2.052 -0.265
H -1.126 -2.709 -1.216
H -0.050 1.394 -0.912
H 1.136 -0.313 -2.565
H 0.864 -1.993 -2.233
H 1.747 -0.809 -1.113
*
```

Output
Molecular weight ... 138.21 g mol⁻¹
Lowest unoccupied orbital energy (alpha / beta) ... 0.1256 / 0.1249 Eh
HOMO level (alpha / beta) ... 0.90 / -3.40 eV
⟨S²⟩ ... 0.76

---

## B
A 2-piece molecular cluster, C9H14O overall, computed with ωB97M-V/def2-TZVPD.

```
! RIJCOSX wB97M-V def2-TZVPD def2/J DEFGRID3
* xyz -1 2
C -1.027 -1.948 -1.444
C 1.445 -1.874 -0.714
C 0.098 -1.543 -0.514
C 2.452 -1.267 0.154
C 2.029 -0.612 1.298
C -0.285 -0.869 0.644
C 0.681 -0.445 1.599
O 2.950 -0.043 2.162
H 1.760 -2.646 -1.408
H 3.505 -1.433 -0.044
H -1.642 -2.696 -0.958
H -0.569 -2.574 -2.232
H -1.336 -0.605 0.716
H 3.802 -0.427 2.017
H 0.452 -0.282 2.649
H -1.589 -1.149 -1.923
C -2.297 2.612 -0.466
C -0.806 2.540 -0.067
H -2.822 3.510 -0.136
H -2.448 2.357 -1.514
H -2.888 1.890 0.121
H -0.861 1.622 0.520
H -0.488 3.449 0.442
H -0.116 2.433 -0.902
*
```

Output
Molecular weight ... 138.21 g mol⁻¹
Lowest unoccupied orbital energy (alpha / beta) ... 0.1387 / 0.1379 Eh
HOMO level (alpha / beta) ... 0.63 / -3.31 eV
⟨S²⟩ ... 0.76

---

From most stable to least stable, the computed energies give B, A.

---

## A
A 3-piece molecular cluster, C4H15NO2 overall, computed with ωB97M-V/def2-TZVPD.

```
! RIJCOSX wB97M-V def2-TZVPD def2/J DEFGRID3
* xyz 0 1
C -1.089 -0.581 -1.784
C -0.475 -1.612 -0.870
C 0.734 -1.044 -0.126
N 0.328 -0.374 1.098
C 1.262 0.543 1.694
H -0.377 -0.109 -2.443
H -1.873 -1.028 -2.409
H -1.540 0.229 -1.222
H -1.238 -1.963 -0.170
H -0.100 -2.477 -1.404
H 1.489 -1.768 0.190
H 1.246 -0.345 -0.800
H -0.585 0.056 1.034
H 0.897 1.035 2.595
H 2.144 0.027 2.065
H 1.579 1.358 1.015
O -2.686 0.801 3.650
H -2.209 0.962 2.814
H -2.488 1.588 4.168
O 1.347 1.311 -3.077
H 2.290 1.118 -3.003
H 1.343 2.275 -3.015
*
```

Output
SMILES ... CCCNC.O.O
Molecular weight ... 109.17 g mol⁻¹
Lowest unoccupied orbital energy ... 0.0218 Eh
HOMO level ... -8.46 eV

---

## B
A 3-piece molecular cluster, C4H15NO2 overall, computed with ωB97M-V/def2-TZVPD.

```
! RIJCOSX wB97M-V def2-TZVPD def2/J DEFGRID3
* xyz 0 1
C 0.557 -0.339 2.209
C 0.560 -1.088 0.909
C -0.773 -1.892 0.661
C -2.009 -1.035 0.234
N -1.643 -0.220 -0.905
H 1.499 -0.114 2.649
H 0.121 0.756 1.945
H -0.022 -0.825 2.896
H 1.286 -1.811 1.234
H 0.784 -0.736 -0.084
H -1.088 -2.530 1.517
H -0.663 -2.564 -0.203
H -2.781 -1.708 -0.082
H -2.555 -0.458 0.929
H -1.356 0.631 -0.432
H -2.490 0.108 -1.397
O 2.254 0.657 -1.734
H 1.559 1.275 -1.438
H 1.903 -0.241 -1.640
O 0.743 2.991 -0.884
H -0.071 3.140 -1.411
H 1.383 3.553 -1.281
*
```

Output
SMILES ... CCCCN.O.O
Molecular weight ... 109.17 g mol⁻¹
Lowest unoccupied orbital energy ... 0.0201 Eh
HOMO level ... -9.72 eV

---

From most stable to least stable, the computed energies give A, B.

---

## A
A 3-piece molecular cluster, C5H8O3 overall, computed with ωB97M-V/def2-TZVPD.

```
! RIJCOSX wB97M-V def2-TZVPD def2/J DEFGRID3
* xyz 0 1
C 0.303 -0.287 0.719
C 1.201 -1.269 0.016
C 0.648 1.578 -0.392
C -0.909 0.117 0.256
C -2.054 0.523 -0.199
O 0.962 1.329 -1.684
O -1.072 -1.450 1.617
O 0.836 2.615 0.169
H 1.370 2.132 -2.065
H -1.130 -2.282 1.124
H 0.643 0.164 1.643
H 0.692 -1.731 -0.828
H 1.489 -2.037 0.733
H 2.103 -0.777 -0.347
H -2.130 1.369 -0.869
H -2.953 0.007 0.108
*
```

Output
Molecular weight ... 116.12 g mol⁻¹
Lowest unoccupied orbital energy (alpha / beta) ... 0.0053 / 0.0054 Eh
HOMO level (alpha / beta) ... -8.00 / -8.00 eV

---

## B
A 2-piece molecular cluster, C5H8O3 overall, computed with ωB97M-V/def2-TZVPD.

```
! RIJCOSX wB97M-V def2-TZVPD def2/J DEFGRID3
* xyz 0 1
C -1.114 1.120 -0.835
C -0.315 0.787 0.163
C 0.761 -0.263 0.073
C 2.038 0.367 -0.488
O 1.093 -0.807 1.333
H -1.070 0.616 -1.787
H -1.846 1.904 -0.745
H -0.361 1.305 1.113
H 0.432 -1.067 -0.610
H 2.822 -0.382 -0.530
H 1.856 0.761 -1.484
H 2.360 1.172 0.165
H 0.297 -1.146 1.762
O -1.751 -1.604 1.606
C -2.316 -1.451 0.621
O -2.885 -1.311 -0.358
*
```

Output
SMILES ... C=C[C@@H](C)O.O=C=O
Molecular weight ... 116.12 g mol⁻¹
Lowest unoccupied orbital energy ... 0.0221 Eh
HOMO level ... -9.88 eV

---

## C
C5H8O3 as an isolated structure, computed with ωB97M-V/def2-TZVPD.

```
! RIJCOSX wB97M-V def2-TZVPD def2/J DEFGRID3
* xyz 0 1
C -1.531 -0.098 0.352
C -1.084 1.357 -0.035
C 0.197 0.610 -0.376
C 1.986 -0.458 -0.226
C -0.062 -0.351 0.735
H -0.829 -2.037 -0.906
H -2.143 -0.122 1.311
H -1.741 1.855 -0.657
H -0.790 1.932 0.901
H -0.056 0.094 -1.349
H 2.418 -0.717 -1.161
H 2.778 -0.693 0.516
H 0.360 0.119 1.704
O -1.985 -1.027 -0.729
O 1.646 0.879 -0.366
O 0.836 -1.346 0.287
*
```

Output
Molecular weight ... 116.12 g mol⁻¹
Lowest unoccupied orbital energy ... -0.0103 Eh
HOMO level ... -9.74 eV

---

## D
One molecule with the formula C5H8O3, computed with ωB97M-V/def2-TZVPD.

```
! RIJCOSX wB97M-V def2-TZVPD def2/J DEFGRID3
* xyz 0 1
C -0.328 1.800 0.085
C -0.180 0.311 0.281
C 1.247 -0.259 -0.104
O 1.431 -1.427 -0.188
O 2.323 0.618 -0.160
C -0.984 -0.488 1.222
C -1.149 -0.660 -0.217
O -2.268 -0.142 -0.891
H 0.735 2.414 0.454
H -0.207 1.869 -1.136
H -1.225 2.293 0.463
H 3.097 -0.072 -0.301
H -1.815 0.132 1.639
H -0.446 -1.331 1.779
H -0.665 -1.620 -0.496
H -3.002 -0.293 -0.096
*
```

Output
SMILES ... C[C@@]1(C(=O)O)C[C@H]1O
Molecular weight ... 116.12 g mol⁻¹
Lowest unoccupied orbital energy ... 0.0245 Eh
HOMO level ... -9.87 eV

---

From most stable to least stable, the computed energies give B, D, A, C.

---

## A
One molecule with the formula C5H8O3, computed with ωB97M-V/def2-TZVPD.

```
! RIJCOSX wB97M-V def2-TZVPD def2/J DEFGRID3
* xyz 0 1
O 1.502 -2.646 -0.607
C 0.713 -2.127 0.121
C -0.306 -1.230 -0.337
C 0.339 -0.077 -1.093
C 0.408 1.095 -0.185
C -0.704 1.732 0.641
O -1.737 2.274 0.371
O -0.435 1.441 1.898
H 0.985 -2.362 1.189
H -1.060 -0.958 0.447
H -1.096 -1.723 -1.039
H -0.455 0.260 -1.871
H 1.316 -0.330 -1.638
H 0.500 2.047 -0.755
H 1.308 1.070 0.405
H -1.279 1.533 2.454
*
```

Output
SMILES ... O=CCCCC(=O)O
Molecular weight ... 116.12 g mol⁻¹
Lowest unoccupied orbital energy ... 0.0208 Eh
HOMO level ... -9.92 eV

---

## B
One molecule with the formula C5H8O3, computed with ωB97M-V/def2-TZVPD.

```
! RIJCOSX wB97M-V def2-TZVPD def2/J DEFGRID3
* xyz 0 1
C -0.926 -1.351 -0.682
O -0.571 -0.319 -1.557
C 0.696 0.408 -1.613
O 1.078 1.184 -0.511
C 0.683 0.264 0.582
C 0.048 0.687 2.073
C -0.667 0.365 0.772
O -1.451 -0.895 0.557
H -0.053 -2.080 -0.281
H -1.758 -1.628 -1.276
H 0.637 1.322 -2.442
H 1.538 -0.443 -1.749
H 1.377 -0.611 0.653
H 0.284 -0.070 2.833
H 0.215 1.760 2.250
H -1.130 1.406 0.390
*
```

Output
SMILES ... C1OCO[C@H]2C[C@@H]2O1
Molecular weight ... 116.12 g mol⁻¹
Lowest unoccupied orbital energy ... 0.0373 Eh
HOMO level ... -9.69 eV

---

From most stable to least stable, the computed energies give A, B.